# C5H10OS

A structure of composition C5H10OS (ωB97M-V/def2-TZVPD, the OMol25 dataset).

Values from the calculation:
E_LUMO (spin up / spin down): 0.6 / -1.3 eV
HOMO (spin up / spin down): -8.18 / -7.95 eV
calculated total energy: -669.61356 a.u.
ΔE to the lowest compared entry with this formula, charge and spin: 202.6 kcal per mole
F_max: 3.3 eV Å⁻¹

Each line ends with the natural charge from an NBO analysis.
Element x y z (Å)
C 0.188 0.332 -2.018  -0.82
C -1.130 0.954 1.193  -0.42
C -2.041 0.037 0.481  -0.40
C -0.666 -0.439 0.753  -0.38
C 2.103 0.037 0.039  -0.74
O 0.668 -2.902 -0.077  -0.68
S 0.528 -0.663 -0.606  1.07
H -0.310 -0.177 -2.754  0.21
H 1.096 0.747 -2.548  0.22
H -0.795 1.698 0.549  0.22
H -1.073 1.167 2.292  0.24
H -2.845 -0.374 1.156  0.23
H -2.329 0.068 -0.545  0.24
H -0.534 -1.083 1.533  0.26
H 2.348 -0.472 1.077  0.27
H 2.835 -0.078 -0.724  0.25
H 1.957 1.148 0.198  0.24